1.
# C20H18BeN4S

A structure of composition C20H18BeN4S (ωB97M-V with the def2-TZVPD basis set, the Open Molecules 2025 dataset).

## Properties
E ... -1404.5665 hartree
HOMO-LUMO gap ... 8.11 eV
Charge ... +2

```
44
Properties=species:S:1:pos:R:3:forces:R:3:mulliken_charge:R:1
Be 0.2276 -0.4927 0.0736 -0.1 0.3 -0.3 0.04
C -0.7241 1.9177 3.1698 0.0 -0.1 0.0 -0.82
C -1.2897 0.9542 3.9944 0.1 0.0 -0.1 -0.53
C -1.2501 -0.3791 3.6121 0.0 0.0 -0.1 -0.79
C -0.6456 -0.7095 2.4106 -0.1 0.3 0.3 0.70
N -0.1331 0.2368 1.5978 -0.2 -0.3 0.0 0.25
C -0.1619 1.5159 1.9732 0.1 0.1 0.0 0.11
C -0.4716 -2.0783 1.8894 0.0 -0.4 0.0 0.54
C -0.7593 -3.2394 2.5822 0.0 0.1 0.0 -0.88
C -0.4601 -4.4606 1.9921 0.0 0.0 -0.1 -0.49
C 0.1186 -4.4832 0.7322 0.0 0.0 0.1 -0.77
C 0.3642 -3.2822 0.0928 0.0 0.0 -0.2 0.04
N 0.0705 -2.1093 0.6546 0.0 0.1 0.2 0.17
H -0.7190 2.9618 3.4468 0.0 0.0 0.0 0.44
H -1.7498 1.2366 4.9317 0.0 0.0 0.0 0.48
H -1.6893 -1.1415 4.2387 0.0 0.0 0.0 0.43
H 0.2847 2.2283 1.2910 0.0 0.0 0.0 0.47
H -1.1962 -3.2001 3.5692 0.0 0.0 0.0 0.39
H -0.6653 -5.3827 2.5185 0.0 0.0 0.0 0.47
H 0.3823 -5.4138 0.2513 0.0 0.0 0.0 0.43
H 0.8106 -3.2455 -0.8931 0.0 0.0 0.0 0.47
S 2.1574 -0.2702 -0.6950 0.0 -0.4 0.1 -0.39
C 2.6239 1.2657 -1.3228 -0.1 0.1 0.0 0.77
N 1.8046 1.9950 -2.1131 0.1 0.1 0.0 0.06
C 2.1515 3.1803 -2.6678 0.0 0.2 -0.1 -0.22
C 3.3885 3.7050 -2.4420 0.1 0.0 0.1 -0.64
C 4.2826 2.9815 -1.6401 -0.1 0.0 0.0 -0.13
C 3.9052 1.7772 -1.0898 -0.1 0.0 0.0 -0.84
H 0.8931 1.6133 -2.3221 -0.1 0.0 0.0 0.12
H 1.4120 3.6621 -3.2907 -0.1 -0.1 0.0 0.41
H 3.6696 4.6509 -2.8796 0.0 0.0 0.0 0.42
H 5.2736 3.3729 -1.4521 0.0 0.0 0.0 0.43
H 4.5753 1.1962 -0.4738 0.0 0.0 0.0 0.43
C -3.3390 0.0583 -2.7025 0.0 0.0 0.1 -0.19
C -2.1263 -0.4240 -3.1743 0.0 0.0 0.0 -0.93
C -1.0626 -0.5264 -2.3015 0.1 -0.1 -0.1 -0.23
N -1.1466 -0.1853 -1.0042 0.1 0.1 0.0 0.20
C -2.3279 0.2654 -0.5512 -0.1 0.1 0.0 0.22
C -3.4360 0.4072 -1.3628 0.0 0.0 0.0 -0.89
H -4.1916 0.1595 -3.3602 0.0 0.0 0.0 0.43
H -2.0057 -0.7258 -4.2052 0.0 0.0 0.0 0.45
H -0.0996 -0.9013 -2.6308 0.0 0.0 0.0 0.63
H -2.3879 0.5243 0.4962 0.1 0.0 0.0 0.29
H -4.3575 0.7848 -0.9435 0.0 0.0 0.0 0.45
```
Positions in Å, forces in eV/Å.

---

2.
# C20H18Cl40N2O4

A cluster of 11 separate species, C20H18Cl40N2O4 in total in a non-equilibrium geometry (ωB97M-V with the def2-TZVPD basis set, the Open Molecules 2025 dataset).

## Properties
SMILES ... NCCC[C@]1(C[C@@H]2CO2)OC(=O)O[C@H]1CN.ClC(Cl)(Cl)Cl.ClC(Cl)(Cl)Cl.ClC(Cl)(Cl)Cl.ClC(Cl)(Cl)Cl.ClC(Cl)(Cl)Cl.ClC(Cl)(Cl)Cl.ClC(Cl)(Cl)Cl.ClC(Cl)(Cl)Cl.ClC(Cl)(Cl)Cl.ClC(Cl)(Cl)Cl
ΔE to the lowest compared entry with this formula, charge and spin ... 0.0 kJ/mol
E ... -19590.8426 hartree
HOMO-LUMO gap ... 9.66 eV

```
84
Properties=species:S:1:pos:R:3:forces:R:3:mulliken_charge:R:1
N 3.3187 -3.2460 -5.3529 -0.4 0.3 -0.2 -0.31
C 2.6276 -2.3710 -6.3233 0.0 0.2 0.9 -1.06
C 2.4707 -0.9695 -5.7063 0.2 -0.8 -0.5 -0.15
C 1.5872 -1.0670 -4.4640 -0.1 0.5 0.2 -1.04
C 1.9686 -0.1266 -3.3228 -0.5 1.6 -1.8 1.78
C 0.8645 0.0701 -2.3110 0.7 -2.1 1.3 -0.54
C 0.7493 -1.1521 -1.3792 -0.9 0.5 -0.3 0.25
C -0.5601 -1.2086 -0.5767 3.1 -0.3 -2.9 -0.09
O 0.7440 -0.8797 -0.0122 -0.8 0.0 -0.2 -0.40
O 1.9732 1.2056 -4.0052 0.8 0.3 0.2 0.07
C 2.9324 1.9762 -3.4524 0.1 1.3 -0.1 0.36
O 3.1875 3.1159 -3.7856 -0.5 -1.8 0.6 -0.66
O 3.5651 1.2798 -2.4554 -0.2 0.5 -0.5 -0.40
C 3.4012 -0.0959 -2.8574 0.9 -0.8 0.8 -0.10
C 3.8970 -1.0485 -1.7795 -0.2 1.1 0.8 -1.06
N 5.3228 -0.8583 -1.5166 -0.2 -0.1 0.3 -0.48
H 4.1854 -3.6102 -5.7155 0.0 -0.2 0.0 0.14
H 2.7038 -4.0002 -5.0899 0.3 -0.3 0.0 0.18
H 1.6152 -2.7515 -6.4703 0.0 -0.1 -0.4 0.34
H 3.1722 -2.3390 -7.2638 -0.1 0.0 -0.2 0.47
H 3.4717 -0.5921 -5.5087 0.0 0.1 0.2 0.27
H 2.0205 -0.3046 -6.4419 0.0 0.1 0.0 0.08
H 0.5972 -0.7246 -4.7597 -0.2 -0.1 0.0 0.19
H 1.4550 -2.0891 -4.1109 0.3 -0.1 0.1 0.48
H -0.1084 0.1591 -2.7858 0.2 0.5 -0.5 0.02
H 1.0657 0.9015 -1.6472 0.0 0.4 -0.3 -0.02
H 1.1680 -2.0846 -1.7245 0.3 -0.2 0.3 0.55
H -1.0409 -0.4352 -1.1498 -1.3 0.3 1.4 -0.58
H -0.8129 -2.2528 -0.5557 -0.9 0.1 0.8 0.53
H 4.1404 -0.1917 -3.6580 -0.6 -0.4 -0.5 0.14
H 3.3867 -0.7758 -0.8510 -0.1 -0.2 0.0 0.33
H 3.6350 -2.0868 -1.9818 0.1 0.0 -0.4 0.22
H 5.8272 -0.5302 -2.3303 0.0 -0.1 -0.1 0.26
H 5.4207 -0.1443 -0.8085 0.1 0.1 0.0 0.30
C 1.3054 3.5047 0.7595 0.2 0.0 0.0 0.28
Cl 2.5658 4.0796 -0.3344 0.0 0.0 0.0 -0.01
Cl 1.6695 4.0202 2.4111 -0.1 0.0 0.0 -0.12
Cl -0.2506 4.1767 0.2519 0.0 0.1 0.1 -0.13
Cl 1.2338 1.7418 0.6864 -0.1 0.2 0.2 0.02
C -0.5704 -3.2298 3.2892 0.0 0.2 0.1 0.31
Cl -0.2059 -2.0402 2.0386 0.0 -0.6 1.0 0.06
Cl -1.4466 -4.5896 2.5606 0.0 0.0 0.0 -0.15
Cl 0.9360 -3.8210 4.0020 0.0 0.0 0.0 -0.11
Cl -1.5684 -2.4950 4.5521 0.2 0.1 -0.1 -0.06
C -4.2808 -4.4105 6.7720 0.0 -0.1 0.0 0.24
Cl -3.1132 -5.2971 7.7590 0.0 0.0 0.0 -0.11
Cl -4.1491 -2.6807 7.1171 0.0 0.0 0.0 -0.01
Cl -3.9413 -4.6918 5.0642 -0.2 -0.2 0.1 -0.04
Cl -5.9179 -4.9640 7.1484 0.2 0.1 0.0 -0.06
C 7.2924 -3.4428 -3.8948 0.1 0.0 0.2 0.33
Cl 6.4015 -4.9098 -4.3289 0.0 0.0 0.0 -0.12
Cl 6.5277 -2.0430 -4.6673 0.0 0.0 0.0 -0.08
Cl 7.2810 -3.2399 -2.1469 0.0 -0.1 -0.2 -0.06
Cl 8.9582 -3.5797 -4.4692 0.0 0.0 0.0 -0.10
C -5.7225 0.4932 9.1083 0.0 0.0 0.1 0.29
Cl -5.5900 0.8964 7.3880 0.0 0.0 0.0 -0.10
Cl -6.5779 1.7898 9.9473 0.0 0.0 -0.1 -0.07
Cl -6.6139 -1.0185 9.3003 0.0 0.0 0.0 -0.06
Cl -4.1030 0.3120 9.7913 0.0 0.0 0.0 -0.08
C -3.5405 1.3422 -2.3570 0.0 0.0 0.0 0.25
Cl -2.3352 2.0888 -1.3026 0.0 0.0 0.0 -0.02
Cl -2.8447 1.1238 -3.9703 0.0 0.0 0.0 -0.04
Cl -4.0081 -0.2319 -1.7001 0.0 0.0 0.0 -0.10
Cl -4.9619 2.3829 -2.4615 0.0 0.0 0.0 -0.11
C -0.3871 2.0741 -7.3147 0.1 0.3 0.0 0.27
Cl 0.8752 2.6367 -6.2199 -0.3 0.0 -0.3 -0.01
Cl 0.2346 2.0363 -8.9699 0.0 0.0 0.0 -0.10
Cl -0.9185 0.4461 -6.8591 0.0 -0.1 0.0 -0.10
Cl -1.7730 3.1696 -7.2318 0.0 0.0 0.0 -0.10
C 3.1946 7.8413 -1.5204 0.0 -0.1 -0.1 0.32
Cl 3.6957 9.3979 -2.1923 0.0 0.0 0.0 -0.11
Cl 2.8581 6.7132 -2.8363 0.0 0.0 0.1 -0.03
Cl 4.4905 7.1982 -0.5030 0.0 0.0 0.0 -0.10
Cl 1.7369 8.0614 -0.5446 0.0 0.0 0.0 -0.09
C -9.0079 -2.6332 5.4507 0.1 0.0 0.0 0.29
Cl -9.0258 -3.9123 6.6686 -0.3 0.0 0.0 -0.10
Cl -10.5758 -1.8197 5.4180 0.0 0.0 0.0 -0.10
Cl -7.7433 -1.4744 5.8641 0.0 0.0 0.0 0.01
Cl -8.6735 -3.3360 3.8641 0.0 0.0 0.0 -0.10
C -4.2725 4.3110 12.1520 0.0 0.0 0.0 0.33
Cl -2.9688 5.0078 13.1202 0.0 0.0 0.0 -0.10
Cl -3.6787 3.9838 10.5212 0.0 0.0 0.0 -0.06
Cl -4.8224 2.8075 12.9027 0.1 0.0 0.0 -0.08
Cl -5.6202 5.4515 12.0698 0.0 0.0 0.0 -0.10
```
Positions in Å, forces in eV/Å.

---

3.
# C20H18ClINO11SSc

A structure of composition C20H18ClINO11SSc in a non-equilibrium geometry (ωB97M-V with the def2-TZVPD basis set, the Open Molecules 2025 dataset).

## Properties
ΔE to the lowest compared entry with this formula, charge and spin ... 170.7 kJ/mol
E ... -3572.4804 hartree
HOMO-LUMO gap ... 6.61 eV
Charge ... -2

```
54
Properties=species:S:1:pos:R:3:forces:R:3:mulliken_charge:R:1
Sc 0.4517 -0.3622 0.5494 1.0 0.6 0.3 -0.13
O -3.1257 -1.4673 -1.1363 0.1 -0.1 0.1 -0.69
C -1.9374 -0.7089 -0.8669 -0.2 0.2 -0.6 1.13
O -1.0352 -1.4327 -0.2666 -0.7 -0.2 -0.2 -0.81
C -1.3903 -0.1262 -2.2223 0.0 -0.1 0.2 -0.91
O -0.0107 -0.4320 -2.3395 0.1 0.0 -0.2 -0.48
C 0.7610 0.6640 -2.7794 -0.2 0.0 0.3 -0.53
C 0.7965 1.7753 -1.7063 0.1 -0.1 -0.5 0.36
O 1.2348 2.8792 -2.0085 -0.1 -0.1 0.1 -0.80
O 0.3524 1.3955 -0.5714 -0.2 0.3 0.0 1.10
H -3.8837 -0.8693 -1.1848 0.0 0.0 0.0 0.43
H -1.5490 0.9437 -2.2821 0.0 0.0 -0.1 0.40
H -1.9286 -0.6206 -3.0352 0.0 0.0 0.1 0.44
H 0.3898 1.0677 -3.7269 0.0 0.1 0.0 0.28
H 1.7746 0.2867 -2.9233 0.0 0.0 0.0 0.33
C -3.1418 5.5684 4.1691 0.0 -0.1 -0.1 -1.44
C -3.2388 4.5825 3.0341 0.0 0.0 0.0 1.05
C -4.4739 4.1646 2.5498 0.0 0.0 0.0 -0.72
C -4.5538 3.2258 1.5315 -0.1 -0.1 -0.1 -0.35
C -3.3860 2.7233 0.9919 0.1 -0.2 -0.1 -0.43
C -2.1406 3.1384 1.4388 0.1 0.0 -0.1 0.36
C -2.0776 4.0628 2.4651 -0.1 0.0 0.0 -1.18
S -3.4439 1.5534 -0.3472 -0.2 0.3 0.1 1.53
O -3.0238 2.2554 -1.5312 0.2 -0.2 0.0 -0.84
O -4.7826 0.9842 -0.4064 0.2 0.0 0.1 -0.87
N -2.3372 0.4313 0.1411 -0.4 -0.1 0.0 0.14
C -2.7876 -0.1628 1.4362 0.2 -0.2 0.2 -0.56
C -1.7424 -0.2928 2.5759 -0.5 0.1 0.0 0.47
O -2.1839 -0.1176 3.7082 0.2 -0.1 0.0 -0.81
O -0.5577 -0.6517 2.2691 0.0 0.1 0.2 -0.59
H -4.1222 5.7675 4.6021 0.0 0.0 0.0 0.36
H -2.7174 6.5156 3.8288 0.0 0.0 0.0 0.31
H -2.4912 5.1746 4.9513 0.0 0.0 0.0 0.33
H -5.3833 4.5650 2.9839 0.0 0.0 0.0 0.28
H -5.5050 2.8642 1.1609 0.0 0.0 0.0 0.49
H -1.2456 2.7168 0.9954 0.0 0.1 0.0 0.14
H -1.1126 4.3777 2.8452 0.0 0.0 0.0 0.35
H -3.1614 -1.1713 1.2518 0.0 0.0 -0.1 0.56
H -3.6065 0.4174 1.8496 0.0 0.0 0.0 0.37
Cl 5.7861 5.1297 1.5540 0.1 0.1 0.0 -0.30
C 4.7631 3.7294 1.3003 -0.1 0.0 0.0 0.27
C 5.2568 2.6425 0.5631 -0.1 0.0 0.0 -0.50
C 4.4739 1.5414 0.3559 0.1 -0.1 0.0 -0.62
C 3.1453 1.4446 0.8820 0.0 0.2 0.1 0.13
O 2.4564 0.4002 0.7026 0.2 -0.2 -0.1 -0.25
C 2.6786 2.5808 1.6192 0.2 -0.2 -0.2 0.82
C 1.3426 2.5988 2.1511 -0.1 0.0 0.1 -0.23
O 0.5102 1.7146 2.0720 0.0 0.2 0.1 -0.31
C 3.4967 3.7025 1.8136 0.0 -0.1 0.0 -0.75
H 6.2627 2.6900 0.1646 0.0 0.0 0.0 0.37
H 4.8390 0.6950 -0.2123 0.0 0.0 0.0 0.43
H 1.0746 3.5394 2.6830 0.0 0.0 0.0 0.08
H 3.1086 4.5457 2.3746 0.0 0.0 0.0 0.35
I 1.9802 -2.7519 0.3585 0.2 -0.5 0.0 -0.56
```
Positions in Å, forces in eV/Å.

---

4.
# C20H18ClN3O3S

The molecule C20H18ClN3O3S in a non-equilibrium geometry (ωB97M-V with the def2-TZVPD basis set, the Open Molecules 2025 dataset).

## Properties
SMILES ... CCCC(=O)Nc1ccc(Cl)c(NC(=S)NC(=O)c2cc3ccccc3o2)c1
ΔE to the lowest compared entry with this formula, charge and spin ... 0.0 kJ/mol
E ... -2021.3739 hartree
HOMO-LUMO gap ... 7.83 eV

```
46
Properties=species:S:1:pos:R:3:forces:R:3:mulliken_charge:R:1
C 2.1526 6.8892 -0.0534 0.2 0.0 0.0 -1.13
C 3.5868 6.4610 -0.3371 -0.1 0.0 -0.1 -0.44
C 3.6789 5.6211 -1.6107 0.1 0.1 0.5 -0.66
C 3.0518 4.2487 -1.4136 0.2 0.3 -0.5 0.50
O 2.9539 3.7066 -0.3408 -0.1 -0.1 0.4 -0.62
N 2.6467 3.6855 -2.5975 0.0 0.2 -0.3 -0.12
C 2.0487 2.4415 -2.7997 -0.2 -0.6 0.0 0.12
C 2.0575 1.9040 -4.0860 0.0 0.0 0.1 -0.62
C 1.4899 0.6676 -4.3251 0.0 0.0 0.1 -0.74
C 0.8902 -0.0298 -3.2934 0.0 0.1 0.1 0.37
C 0.8384 0.5119 -2.0028 0.2 0.4 -0.6 -0.22
C 1.4359 1.7438 -1.7651 0.1 0.1 0.1 -0.03
H 1.4355 2.1606 -0.7732 0.0 -0.1 -0.1 0.59
N 0.2201 -0.2305 -1.0047 -0.2 -1.0 0.2 -0.05
C -0.4082 0.1976 0.1008 -0.1 0.5 -0.1 0.11
S -0.6829 1.7523 0.5668 -0.1 0.3 0.2 -0.43
N -0.9223 -0.7961 0.9245 -0.1 -0.3 0.2 -0.14
C -0.9428 -2.1498 0.7215 0.2 0.3 -0.2 0.38
O -0.4611 -2.7050 -0.2529 -0.1 -0.2 0.2 -0.80
C -1.6101 -2.8877 1.7944 -0.2 -1.4 0.0 0.80
C -1.8120 -4.2342 1.9090 0.3 0.9 -0.3 -1.08
C -2.5105 -4.4276 3.1324 -0.2 0.6 0.4 1.18
C -3.0071 -5.5355 3.8208 0.0 0.1 0.0 -0.66
C -3.6494 -5.3190 5.0183 0.0 -0.2 0.0 -0.55
C -3.8061 -4.0313 5.5408 0.0 0.1 0.0 -0.36
C -3.3255 -2.9184 4.8818 0.1 0.3 -0.1 -0.96
C -2.6783 -3.1346 3.6747 -0.2 -1.1 0.1 0.19
O -2.1309 -2.2065 2.8590 0.1 0.4 0.0 -0.43
H -3.4429 -1.9233 5.2791 0.0 0.1 0.1 0.44
H -4.3162 -3.9068 6.4837 0.0 0.0 0.1 0.38
H -4.0438 -6.1574 5.5721 0.0 -0.1 0.0 0.38
H -2.8861 -6.5286 3.4175 0.0 -0.1 0.0 0.42
H -1.4977 -4.9763 1.2044 0.1 -0.1 -0.2 0.54
H -1.3764 -0.4405 1.7588 0.1 0.0 -0.2 0.35
H 0.1345 -1.2389 -1.1885 0.1 0.3 0.2 0.30
Cl 0.1869 -1.5855 -3.6055 0.0 0.0 -0.1 -0.23
H 1.5085 0.2419 -5.3157 0.0 -0.1 -0.1 0.40
H 2.5167 2.4483 -4.8981 0.1 0.1 -0.1 0.36
H 2.8866 4.1799 -3.4455 0.0 0.0 0.2 0.24
H 4.7290 5.4630 -1.8738 0.0 0.0 -0.1 0.30
H 3.1932 6.1403 -2.4397 0.0 0.0 -0.1 0.34
H 3.9565 5.8644 0.4977 0.1 0.1 0.0 0.28
H 4.2231 7.3424 -0.4402 0.0 -0.1 0.0 0.36
H 1.7549 7.4792 -0.8775 -0.1 0.1 -0.1 0.29
H 2.1091 7.4907 0.8510 -0.1 0.1 0.1 0.34
H 1.5209 6.0158 0.0863 -0.1 -0.1 0.0 0.30
```
Positions in Å, forces in eV/Å.